Entry 1:
Here is C11H12NP in the gas phase from the Open Molecules 2025 dataset. Energies are from wB97M-V/def2-TZVPD.

## Properties
Relative energy (zero: lowest compared OMol25 entry of this formula, charge and spin) (kcal per mole): 89.7
HOMO energy (eV): -7.79
Total charge: 0

Geometry (Å):
C1 -0.089444 -3.440998 1.885567
C2 0.688131 -3.956510 0.856588
C3 -0.126897 -2.088432 2.144665
C4 1.291821 -3.017409 0.017574
C5 0.511688 -1.215387 1.239646
C6 0.385517 0.219954 1.240337
C7 0.040777 1.156492 -0.865028
C8 -0.343060 2.367291 -0.543312
C9 -0.364623 2.864007 0.856777
C10 0.104514 0.266517 -2.011848
C11 -0.794283 3.371363 -1.544464
N1 1.245685 -1.759061 0.206609
P1 0.019362 1.613649 2.095715
H1 -0.733231 -4.037491 2.441691
H2 0.623502 -5.038012 0.510585
H3 -0.910490 -1.694389 2.844569
H4 1.770278 -3.358169 -0.919827
H5 0.407121 3.541259 1.004516
H6 -1.339937 3.124782 0.962885
H7 -0.078880 0.924695 -2.929381
H8 -0.669983 -0.455537 -2.062275
H9 0.918566 -0.442894 -2.074240
H10 0.175378 3.778970 -1.907086
H11 -1.321459 4.265947 -1.061103
H12 -1.410054 3.009364 -2.389160

Forces on the atoms, in the same order (eV/Å):
1.1 0.1 -0.8
-0.9 -1.1 -0.7
-1.3 1.6 -0.4
0.4 -2.6 -0.6
1.0 -1.2 -0.2
-1.4 3.0 -2.9
0.3 -1.7 3.5
0.0 -1.2 -0.4
1.6 -3.1 -1.3
-0.3 1.0 -1.6
0.3 2.0 -0.4
-0.6 3.4 0.8
0.6 -2.4 1.0
-0.8 -1.3 1.0
0.2 1.5 0.8
1.2 -0.3 -0.5
0.0 0.1 0.6
0.9 2.2 0.3
-2.7 1.8 1.1
0.8 -1.0 0.8
-1.5 -0.4 0.4
1.0 0.7 0.0
-0.8 0.1 -0.4
0.6 -1.4 -0.6
0.4 0.0 0.5



Entry 2:
Here is 16 unconnected molecules or ions with the total composition C64H176N16O16 from the Open Molecules 2025 dataset. Energies are from wB97M-V/def2-TZVPD.

## Properties
Relative energy (zero: lowest compared OMol25 entry of this formula, charge and spin) (kcal per mole): 94.2
HOMO energy (eV): -8.31
Total charge: 0

Geometry (Å):
C1 14.723038 24.053302 17.417452
C2 14.261619 25.451052 17.873106
C3 14.033689 26.436562 16.747264
O1 15.297862 26.742236 16.131606
C4 15.350037 27.432864 14.896750
N1 13.001408 25.175317 18.601890
H1 13.919072 23.359273 17.381579
H2 15.437949 23.704572 18.196517
H3 15.263016 24.132266 16.478691
H4 14.964650 25.896377 18.525880
H5 13.652327 27.387042 17.028218
H6 13.342097 26.006375 16.023548
H7 16.382298 27.835976 14.871196
H8 14.612547 28.177754 14.768511
H9 15.199885 26.795831 14.036695
H10 12.931138 25.461049 19.598087
H11 12.631400 24.206755 18.431148
C5 17.469882 27.609924 19.551888
C6 18.298019 27.493596 18.301219
C7 18.661624 26.014226 17.848561
O2 19.341722 25.212953 18.870297
C8 20.676562 25.538128 19.117420
N2 17.759453 28.136544 17.109158
H12 17.979467 27.033366 20.332058
H13 16.473852 27.263006 19.368077
H14 17.473122 28.651797 19.882123
H15 19.313863 27.879995 18.535294
H16 19.212069 26.126479 16.855058
H17 17.731191 25.487748 17.750056
H18 21.064328 26.364462 18.517735
H19 21.307852 24.595959 19.021745
H20 20.810981 25.706166 20.179072
H21 16.849678 27.706639 16.835408
H22 17.725898 29.123858 17.272619
C9 19.567562 16.961290 8.142138
C10 19.087381 16.901063 9.605697
C11 19.434060 18.192776 10.285090
O3 18.902367 18.209390 11.643166
C12 19.531487 19.152356 12.485885
N3 17.655903 16.584410 9.575026
H23 19.171514 16.094079 7.544047
H24 20.657679 17.032853 8.013147
H25 19.123284 17.863809 7.811435
H26 19.533719 16.107513 10.158517
H27 19.051699 19.148563 9.798238
H28 20.517407 18.260517 10.359831
H29 19.369326 20.211926 12.139810
H30 20.602959 19.038986 12.474973
H31 19.106660 19.069435 13.479310
H32 17.265660 17.064566 8.765433
H33 17.227777 16.801757 10.441334
C13 17.703803 23.206281 22.866571
C14 17.734029 22.203988 23.986353
C15 16.508277 21.311401 23.828350
O4 15.287485 22.065014 23.966711
C16 14.173015 21.288622 23.768850
N4 18.938954 21.314300 24.047286
H34 18.489986 23.972031 22.924104
H35 16.761346 23.708490 22.934715
H36 17.863099 22.812154 21.873594
H37 17.497494 22.736141 24.907613
H38 16.556346 20.571301 24.640902
H39 16.511466 20.754492 22.852000
H40 13.341737 21.944492 23.897116
H41 14.100935 20.579107 24.588215
H42 14.152382 20.787100 22.796633
H43 19.370944 21.113129 23.110514
H44 19.704146 21.842167 24.522489
C17 23.963339 22.686406 12.934293
C18 22.739720 21.977488 13.401281
C19 21.412713 22.510446 12.895949
O5 21.418176 23.916865 13.011746
C20 20.183799 24.443181 12.587678
N5 22.774630 20.597804 13.096386
H45 23.997108 23.648996 13.372757
H46 23.986241 22.909272 11.840138
H47 24.882960 22.221047 13.260648
H48 22.780576 21.994164 14.480188
H49 20.562568 22.036002 13.385579
H50 21.308440 22.342402 11.829642
H51 20.151409 25.508076 12.815822
H52 19.395753 24.011422 13.227176
H53 19.868469 24.246434 11.577083
H54 23.603034 20.158538 13.571284
H55 23.082173 20.459411 12.130230
C21 15.248134 19.272260 12.909171
C22 15.729905 19.628300 14.283400
C23 15.401478 21.074059 14.522393
O6 15.988400 21.930653 13.541022
C24 17.344894 22.199291 13.857563
N6 14.933525 18.898367 15.312985
H56 14.149236 19.373427 12.852394
H57 15.403183 18.213122 12.934030
H58 15.807517 19.663421 12.022425
H59 16.857829 19.443120 14.342263
H60 15.665633 21.475370 15.516922
H61 14.363816 21.129101 14.441944
H62 17.486197 23.062258 14.476064
H63 17.801568 22.506674 12.962274
H64 17.868577 21.401540 14.360789
H65 13.954235 18.882525 15.018299
H66 15.207810 17.913351 15.191905
C25 21.683234 27.164618 22.779371
C26 22.881879 27.873840 22.089134
C27 23.873548 26.778626 21.761858
O7 23.296419 25.760465 20.941692
C28 24.304140 24.845554 20.555014
N7 22.420024 28.766870 21.023940
H67 21.134795 26.730238 21.952490
H68 21.004874 27.812636 23.358832
H69 22.125959 26.363844 23.331544
H70 23.423790 28.485990 22.752719
H71 24.197892 26.400607 22.725384
H72 24.716510 27.175069 21.181635
H73 24.720331 24.333961 21.429636
H74 25.137719 25.362800 20.017678
H75 23.796746 24.172228 19.816500
H76 23.162284 29.482832 20.854761
H77 22.320248 28.233692 20.149770
C29 10.396631 18.020054 15.330896
C30 11.086288 17.711832 13.964799
C31 11.183452 18.887957 13.013515
O8 11.935344 19.960018 13.548128
C32 11.763508 21.127392 12.833787
N8 12.447625 17.287466 14.181099
H78 10.859195 18.877807 15.867282
H79 10.626011 17.123519 15.904113
H80 9.336724 18.180058 15.200314
H81 10.502097 16.975081 13.460965
H82 10.182333 19.360869 12.825310
H83 11.561430 18.641397 11.970212
H84 12.364053 21.864375 13.350686
H85 10.666029 21.366204 12.816170
H86 12.166581 20.969121 11.793952
H87 12.469067 16.497550 14.793402
H88 12.927526 17.030772 13.305937
C33 16.171746 12.130349 22.825010
C34 15.799635 13.450004 22.096704
C35 16.652888 14.552538 22.723433
O9 16.481803 15.778502 21.978667
C36 17.382092 16.800852 22.417308
N9 15.923419 13.338482 20.627146
H89 17.229038 11.861606 22.572067
H90 15.506265 11.376050 22.331677
H91 16.020953 12.250543 23.880786
H92 14.749650 13.657376 22.285745
H93 17.697382 14.210364 22.678088
H94 16.424881 14.705006 23.798126
H95 18.379940 16.467520 22.322859
H96 17.210088 17.015559 23.507872
H97 17.220139 17.696505 21.853244
H98 16.857630 13.147165 20.282819
H99 15.764222 14.201225 20.171615
C37 17.126352 15.890853 14.797194
C38 18.636958 16.314273 14.845578
C39 19.332852 15.743516 16.080211
O10 18.481456 15.976128 17.202968
C40 19.098373 15.748721 18.476245
N10 19.379826 16.002093 13.646212
H100 16.768392 16.208410 13.852848
H101 16.635041 16.419150 15.609793
H102 17.095806 14.810002 14.764132
H103 18.764913 17.366494 15.029176
H104 20.302773 16.264673 16.044394
H105 19.433221 14.635602 15.923792
H106 19.890413 16.469995 18.605322
H107 19.535566 14.726152 18.617634
H108 18.354692 15.884097 19.280750
H109 18.923764 15.292927 13.054776
H110 19.357616 16.768041 12.977551
C41 19.882900 19.556267 17.449817
C42 21.200632 19.875786 16.716791
C43 21.475708 21.343577 16.821593
O11 20.464610 21.984884 16.134747
C44 20.252514 23.341322 16.472675
N11 22.370336 19.120014 17.237689
H111 20.041615 19.729620 18.508717
H112 19.601121 18.482830 17.407011
H113 18.969383 20.089093 17.097495
H114 21.158092 19.739572 15.683005
H115 22.406286 21.588601 16.348337
H116 21.455277 21.674656 17.843123
H117 19.234629 23.548638 16.139263
H118 20.983788 23.960588 15.930092
H119 20.385583 23.505707 17.526556
H120 22.351915 19.201892 18.277334
H121 22.425978 18.185050 16.927064
C45 14.365181 15.471387 17.189913
C46 14.225294 14.387170 16.191083
C47 14.599659 12.998316 16.723659
O12 14.624341 12.190281 15.533127
C48 14.713397 10.846598 15.778185
N12 12.925021 14.331991 15.522531
H122 13.733356 15.252508 18.032605
H123 14.023235 16.375236 16.688511
H124 15.414055 15.535966 17.461919
H125 14.937915 14.629667 15.393689
H126 13.835510 12.656558 17.415141
H127 15.568128 12.948778 17.211822
H128 13.806337 10.390148 16.235084
H129 15.552242 10.617650 16.401815
H130 14.875761 10.276715 14.846380
H131 12.831824 13.408247 15.001893
H132 12.255936 14.185938 16.308402
C49 12.993706 17.874056 22.465993
C50 12.365961 16.557448 22.098331
C51 12.192800 16.225552 20.610602
O13 11.602001 17.393261 20.012997
C52 10.866006 17.200734 18.833333
N13 13.049695 15.425952 22.737188
H133 13.136884 18.000606 23.562030
H134 12.346341 18.652842 22.124534
H135 13.987921 17.969435 21.969117
H136 11.300586 16.572412 22.407424
H137 11.505010 15.367135 20.461275
H138 13.180288 15.988920 20.149257
H139 11.364513 16.759418 18.040121
H140 10.451194 18.163223 18.582106
H141 9.992345 16.570794 19.088898
H142 12.910980 15.312320 23.740351
H143 14.018180 15.539130 22.443634
C53 21.814715 22.483563 21.509667
C54 22.649542 21.149655 21.511973
C55 21.674156 20.029490 21.155591
O14 20.751533 19.805041 22.196064
C56 19.694311 18.776976 22.012026
N14 23.809069 21.347059 20.545506
H144 21.629627 22.772256 20.462334
H145 22.436408 23.311730 21.915094
H146 20.873375 22.348258 22.115101
H147 23.000940 20.997905 22.486864
H148 22.184925 19.082959 20.887735
H149 21.079434 20.277088 20.257696
H150 20.123033 17.887722 21.528028
H151 18.843994 19.186868 21.405125
H152 19.444031 18.488330 23.007476
H153 23.761230 20.742013 19.715088
H154 24.684169 21.062581 20.940724
C57 11.535546 22.018457 16.156087
C58 10.780392 22.164249 17.484961
C59 9.563015 21.202972 17.716770
O15 8.965516 21.680837 18.872013
C60 8.396248 20.718506 19.755075
N15 11.646394 22.057255 18.691951
H155 12.070944 22.948308 15.966718
H156 10.910679 21.784690 15.309945
H157 12.302848 21.210398 16.227962
H158 10.407746 23.213003 17.479044
H159 9.944014 20.180456 17.822411
H160 8.909073 21.239055 16.846941
H161 9.108412 19.895290 19.979051
H162 7.539466 20.208903 19.284505
H163 8.140483 21.274904 20.637196
H164 12.327187 21.302204 18.632549
H165 11.158594 22.029078 19.589112
C61 16.732738 18.474524 18.671210
C62 15.690377 19.374932 19.313119
C63 16.207002 20.829392 19.193463
O16 17.494617 20.907937 19.687819
C64 18.158451 22.118938 19.426864
N16 14.334044 19.416292 18.728555
H166 17.731340 18.540792 19.129947
H167 16.875941 18.820484 17.653575
H168 16.484612 17.388732 18.626692
H169 15.644958 19.184592 20.347513
H170 15.479896 21.532771 19.613082
H171 16.265952 21.050100 18.112219
H172 19.098138 22.133354 20.034540
H173 17.592169 22.960653 19.801318
H174 18.357000 22.263762 18.347987
H175 13.708206 18.670804 19.079330
H176 14.284163 19.561236 17.710804

Forces on the atoms, in the same order (eV/Å):
2.1 1.3 0.6
-1.9 -1.4 0.2
0.6 -0.3 -1.4
0.2 -0.6 0.2
1.2 -0.8 0.4
-0.7 0.0 0.4
-0.6 -0.5 -0.3
-0.4 -0.1 -0.6
0.1 -0.3 -0.3
0.9 0.3 0.8
-0.8 0.7 0.9
-0.1 -0.2 -0.3
-0.7 0.1 -0.3
-0.8 1.3 0.4
0.1 -0.7 -0.2
0.3 -0.5 -1.3
0.6 1.4 0.8
1.1 0.0 0.3
1.8 -1.4 -0.8
0.3 0.8 0.8
-1.0 1.0 -1.4
1.0 -1.5 0.6
0.0 -0.9 0.0
-0.4 -0.1 0.1
-0.7 -0.2 0.2
-0.3 0.0 0.0
-0.5 0.4 -0.3
-0.5 -0.5 1.3
-0.5 -0.4 -0.6
0.0 -0.1 0.0
-0.4 1.1 -0.6
-0.1 0.7 0.2
0.8 0.8 0.6
-0.5 0.4 -0.2
0.1 -1.4 0.5
-0.8 -0.1 -0.9
-0.5 1.7 1.3
0.1 -0.4 -0.8
-0.3 1.4 -1.0
1.0 -0.1 -1.4
0.4 0.8 0.7
-0.4 -0.1 0.2
-0.3 0.9 -1.0
0.8 -0.7 0.4
0.3 -1.2 0.1
0.3 0.1 -0.1
-0.2 -0.8 0.2
0.5 -0.3 0.4
0.1 -0.2 0.2
-0.5 0.0 0.7
-0.7 0.5 0.6
1.2 1.0 0.0
-0.3 -0.9 -1.1
-0.5 -0.7 0.1
2.3 0.5 -0.4
-0.3 -0.5 0.5
0.8 1.2 0.1
-0.1 0.0 0.4
-0.6 0.4 -0.3
-0.3 -0.7 -0.1
0.8 -0.1 0.4
-0.1 -0.1 -0.2
0.0 0.5 0.5
-0.8 0.4 -0.3
-0.1 -0.7 0.0
0.0 0.0 0.0
-1.0 0.3 1.0
-0.9 -0.6 -0.3
0.2 1.2 -1.3
-0.1 0.2 0.5
0.7 0.8 -0.4
-0.3 0.3 0.0
-0.8 0.2 1.9
1.6 -3.1 -0.4
0.0 1.3 0.5
0.0 -0.6 0.6
0.1 -0.6 -0.1
-0.4 0.5 0.5
0.0 0.0 0.4
0.1 -0.7 -0.6
0.3 0.0 -0.3
0.0 0.0 -0.1
0.4 -0.2 -0.8
-1.2 0.5 -0.1
-0.5 0.2 -0.1
0.0 -0.8 -0.9
0.4 0.7 0.7
2.0 1.1 0.4
0.2 -0.2 0.5
-0.8 0.2 0.1
1.2 -0.7 -0.5
0.5 0.4 -0.2
0.1 -1.1 -0.7
-0.6 0.0 0.9
-1.5 0.0 0.4
0.0 -0.5 -0.1
-1.9 0.4 -0.3
-0.5 0.7 0.9
0.8 -0.2 -1.4
0.2 -0.6 -0.1
0.1 0.1 -0.1
-0.2 0.4 0.4
0.4 1.1 -0.9
-1.4 -0.7 -0.2
-0.2 0.2 -1.3
0.5 0.5 0.6
-0.5 0.0 -1.4
1.1 0.2 -0.8
-0.4 -0.2 0.1
0.5 -0.2 -0.2
-0.3 -0.6 0.8
0.5 0.9 1.2
0.4 -0.5 0.1
0.2 0.2 0.3
-0.1 -0.3 -0.2
-0.5 -0.2 0.4
0.8 0.2 0.9
-0.9 -0.8 0.0
0.0 0.3 0.4
1.5 0.1 -0.7
0.5 1.6 0.2
-1.3 1.5 -1.1
0.4 -1.5 1.0
-0.2 -0.1 -1.1
0.7 0.0 -0.2
-0.2 -0.4 -0.5
-0.5 0.0 0.4
-0.3 -0.1 0.1
-0.7 -0.8 -0.4
0.2 -0.8 0.1
-0.1 -0.2 1.1
-0.1 0.5 -0.1
0.9 0.3 -0.2
-0.5 0.5 0.6
0.2 -0.8 0.2
-0.5 0.1 0.6
-0.2 0.0 -2.6
0.6 0.0 0.1
0.1 0.6 -0.6
0.3 -0.3 0.6
-1.6 -0.7 1.5
0.4 -1.0 0.5
-0.8 0.2 0.4
0.6 0.3 0.9
-0.1 -0.3 0.5
-0.1 0.0 0.0
0.1 0.3 -0.1
-0.1 0.0 -0.4
1.3 -0.4 -0.3
0.1 0.0 -0.8
-0.2 0.3 -0.4
0.3 -0.5 0.6
-0.8 1.3 -0.1
2.2 0.9 0.2
-1.0 -0.5 0.4
-0.7 -1.2 -0.8
0.8 -0.1 0.5
-0.2 -0.6 -0.2
0.1 -0.6 -1.3
-0.7 0.6 -1.0
-0.4 -0.6 0.1
-0.3 -0.3 0.6
-0.6 0.9 -0.2
0.0 -0.4 0.9
0.4 0.7 0.3
0.4 0.3 0.2
-0.4 0.6 -0.5
0.1 0.1 -0.5
0.2 -0.1 0.9
0.1 0.3 0.4
-0.5 -1.0 -0.6
0.2 -0.5 1.8
-0.1 0.1 0.0
-1.3 0.3 -0.6
0.4 -0.4 -1.0
-0.6 2.2 1.3
-0.2 0.4 0.3
0.4 0.4 -0.3
0.9 0.0 0.2
-0.3 -0.8 -1.8
1.0 0.0 0.1
0.3 0.2 1.0
0.1 0.4 0.2
-0.2 0.2 0.0
-0.3 0.1 0.5
0.1 -0.6 -1.2
-0.2 -1.1 -0.1
-0.4 0.2 -0.4
1.1 -1.3 -1.4
-0.1 0.3 -1.4
-0.3 1.0 0.2
-0.5 -1.9 -0.3
-1.4 -1.4 0.8
-0.2 0.2 0.7
0.1 0.4 0.4
0.0 0.3 0.3
0.0 -0.3 0.1
-0.3 -0.3 0.3
0.3 0.1 0.2
0.3 0.5 0.0
0.7 -0.2 0.7
-0.1 0.6 0.1
0.5 1.6 0.7
0.2 0.3 -0.7
1.0 0.2 -0.2
-1.5 -1.2 0.9
0.2 0.7 -0.5
1.0 -0.1 0.2
-2.0 0.1 2.4
-0.2 -0.1 -1.0
-0.1 -0.3 -0.7
-0.2 0.8 -0.3
-0.5 0.1 0.3
0.5 0.0 0.4
0.5 0.3 0.3
-0.5 0.1 0.1
1.4 -0.7 -1.6
0.1 0.4 -0.4
0.1 -0.1 -0.3
0.3 0.5 -0.5
0.1 -0.3 0.8
0.6 -0.3 0.5
-1.0 1.6 -2.2
-0.5 -1.1 -1.1
-0.8 -0.7 0.6
1.6 1.3 -1.2
-1.1 -0.8 0.0
-0.3 -0.2 0.3
-0.5 -0.5 0.0
0.9 0.3 -0.8
0.7 -0.4 1.4
0.2 0.2 0.3
0.4 0.3 -0.1
0.0 0.3 -0.2
0.7 -0.3 0.6
-0.6 0.1 0.6
-0.5 0.4 0.3
0.4 0.0 0.7
1.0 -0.8 1.2
-0.6 0.0 1.1
1.5 0.8 -1.1
-0.7 -0.2 1.0
0.6 -0.6 -1.2
0.7 0.4 -0.8
0.0 0.0 -0.1
-0.4 0.0 -0.1
-0.5 0.4 -0.1
-0.3 -0.7 0.2
0.0 0.0 0.1
-0.5 -0.1 -0.1
0.0 0.5 0.1
-0.1 0.4 0.3
-0.3 -0.1 0.4
-0.2 0.0 0.1
-0.1 0.0 -0.8
0.2 -1.0 -0.3
0.1 1.5 -1.5
-0.6 -0.6 -1.3
0.9 0.0 1.0
0.7 0.1 0.3
-0.3 -0.5 0.6
-0.4 0.2 0.2
0.0 -0.1 -0.4
-0.2 0.8 0.1
-0.5 -0.5 1.5
0.2 0.1 0.4
-0.3 0.1 -0.1
-0.5 -0.2 -0.8
-0.4 0.4 -0.1
0.0 -0.1 0.4
0.6 0.6 -0.6
0.4 -0.6 0.6



no.,maximum force (eV Å⁻¹),molar mass (g/mol)
1,4.4,189.20
2,3.5,1426.21